160
Properties=species:S:1:pos:R:3:forces:R:3:mulliken_charge:R:1 method="wB97M-V/def2-TZVPD" total_charge=+1 homo_energy_ha=-0.3667 e_lumo_ev=-4.933 total_energy_ev=-255603.1280 homo_lumo_gap_ev=5.045
C -0.2341 -2.0379 6.0959 -0.1281 0.0952 -0.3519 -0.982
O 0.6917 -2.4478 5.0972 -0.0116 -0.0350 -0.0318 -0.280
C 0.7725 -3.8558 4.9533 0.0973 0.2586 0.2027 -0.812
C 1.8330 -4.1950 3.9164 0.1488 -0.5894 0.2188 0.644
C 1.5214 -5.4687 3.1064 0.3442 0.3582 -0.1404 -1.117
C 0.8352 -5.2592 1.7484 -0.2409 -0.1319 0.2970 -0.335
C -0.3607 -4.2884 1.7260 0.4907 0.1752 0.0375 -1.214
C -0.0653 -2.8217 1.3805 -0.1921 0.0198 -0.2817 -0.176
C 0.7826 -2.6087 0.1162 0.3352 0.0622 0.1191 -1.171
C 2.2222 -2.1968 0.4559 -0.3326 0.1196 0.0799 -0.843
C 2.3208 -0.7276 0.9227 -0.1797 -0.2291 -0.2124 -0.338
C 3.2895 0.0609 0.0431 -0.5779 -0.0328 0.0747 -1.410
C 3.7288 1.4291 0.5757 0.1708 -0.8544 -0.1708 -0.398
S 5.4106 1.7427 -0.2635 -0.0246 0.3060 -1.2661 1.514
O 5.7928 3.1200 -0.0971 -0.0034 -0.4534 0.4417 -0.657
O 5.2388 1.2389 -1.6020 -0.0089 0.0988 0.7323 -0.677
C 6.7313 0.6437 0.5274 0.3054 0.1086 -0.2411 0.622
F 6.1770 -0.3886 1.1580 0.2965 0.1965 -0.2213 -0.154
F 7.4784 0.2243 -0.4874 -0.2430 0.1474 0.7216 -0.197
F 7.4527 1.3769 1.3737 -0.1363 -0.4886 -0.4144 -0.185
N 2.9969 2.5894 0.0383 -0.2316 0.5879 0.4957 0.861
F 2.3780 2.5267 -1.1404 0.0836 0.0062 -0.2066 0.036
C 3.0486 3.6848 0.7347 -0.0072 -0.4442 -0.1346 0.460
C 2.5414 4.9758 0.2874 -0.1982 0.3622 -0.2624 -0.856
Br 3.4249 5.5062 -1.3134 -0.0858 0.0047 0.0445 -0.038
C 1.6263 5.7662 0.8786 0.4115 -0.2526 -0.2028 0.559
C 1.1704 7.1092 0.4175 0.2747 0.0072 0.3840 -1.360
Br 0.7479 5.1971 2.4384 -0.0269 -0.2500 0.0679 -0.021
C 3.7817 3.3504 1.9929 -0.8998 -0.2661 0.1373 -1.660
C 3.6423 1.7682 2.0774 0.9930 1.8805 0.7840 1.475
C 4.7445 1.2666 3.0101 -0.3145 -0.0019 -0.1306 -1.777
S 1.9855 1.4420 2.7941 -0.4393 -0.2496 -0.1342 -0.046
H 0.2900 -1.5861 6.9382 0.0597 -0.0736 0.1108 0.291
H -0.9043 -1.2972 5.6581 -0.0068 0.0651 0.0536 0.299
H -0.8577 -2.8613 6.4406 0.0126 -0.0436 0.1120 0.431
H -0.2081 -4.2689 4.6993 -0.0534 0.0472 -0.1259 0.392
H 1.0583 -4.3001 5.9147 -0.0707 -0.0750 0.0293 0.472
H 2.0255 -3.3385 3.2753 -0.1573 0.0947 -0.0723 -0.817
H 2.7603 -4.3849 4.4599 0.1030 0.1724 -0.0310 0.532
H 0.9567 -6.1602 3.7335 -0.1462 0.0024 0.0122 0.371
H 2.4762 -5.9604 2.9093 -0.0515 -0.1672 -0.0091 0.364
H 0.4610 -6.2316 1.4239 0.1273 -0.0683 -0.0759 0.389
H 1.6007 -4.9779 1.0244 -0.0547 0.1261 -0.1358 0.254
H -0.8193 -4.2961 2.7136 -0.3248 -0.1364 -0.0862 0.337
H -1.0880 -4.6506 1.0009 -0.1076 -0.0676 0.0293 0.437
H 0.3894 -2.3118 2.2313 0.0468 0.0461 0.0595 0.100
H -1.0239 -2.3309 1.2146 -0.0909 0.0578 0.1591 0.410
H 0.8315 -3.5214 -0.4794 -0.1790 -0.0450 -0.0381 0.584
H 0.3246 -1.8324 -0.5018 0.0394 -0.0554 -0.0684 0.378
H 2.5550 -2.8295 1.2767 0.2752 -0.1461 -0.1321 0.309
H 2.8787 -2.3669 -0.3998 0.0664 -0.0300 -0.0229 0.609
H 2.6112 -0.6893 1.9707 0.1860 -0.1783 -0.0584 0.389
H 1.3257 -0.2840 0.8591 -0.0661 0.0679 0.0276 0.265
H 2.8309 0.2176 -0.9338 0.0875 -0.0292 -0.0833 0.192
H 4.1600 -0.5595 -0.1587 0.1560 0.1517 0.1317 0.721
H 0.1349 7.0586 0.0851 -0.0132 -0.0179 -0.1627 0.304
H 1.8240 7.5293 -0.3371 -0.0818 -0.0634 -0.2352 0.452
H 1.1876 7.7762 1.2817 -0.0469 0.0099 -0.0135 0.395
H 4.8130 3.6884 1.9230 0.0846 0.0292 -0.1297 0.443
H 3.2909 3.8856 2.8033 0.1583 -0.1459 0.1944 0.742
H 4.7170 0.1886 3.1394 0.0719 -0.0431 -0.0375 0.250
H 5.7247 1.6100 2.6895 0.0184 -0.1264 0.0275 0.433
H 4.5617 1.7227 3.9814 -0.0217 -0.0505 0.0769 0.513
H 2.0561 2.4077 3.7159 0.1848 0.1662 -0.0025 0.247
C -3.6323 -0.7834 8.1609 -0.1090 -0.0307 -0.0313 0.110
O -3.3043 -1.8298 7.6331 0.1117 -0.0144 -0.0423 -0.566
N -2.9746 -0.1960 9.1748 0.0341 0.1290 0.0864 0.130
C -3.4199 1.0518 9.7622 0.0746 -0.1057 -0.0208 -0.752
C -1.7786 -0.8329 9.7041 -0.0814 -0.0736 -0.1008 -0.512
H -4.5264 -0.2202 7.8423 0.0014 0.0117 0.0010 0.263
H -2.6481 1.8168 9.6678 -0.0102 0.0282 0.0451 0.303
H -3.6405 0.9171 10.8223 -0.0090 0.0479 0.0115 0.229
H -4.3215 1.3924 9.2564 -0.0168 -0.0122 -0.0154 0.299
H -1.0314 -0.9358 8.9160 0.0228 -0.0417 0.0197 -0.025
H -2.0203 -1.8314 10.0723 0.0433 -0.0157 -0.0180 0.282
H -1.3777 -0.2292 10.5129 -0.0186 0.0029 -0.0577 0.285
C -0.7576 1.6605 -0.3799 0.0824 0.0675 0.0672 0.490
O -0.9885 0.4957 -0.1375 0.0551 -0.2053 0.0335 -0.686
N -1.5855 2.5043 -1.0177 0.0701 0.0725 -0.1047 0.168
C -1.2007 3.8771 -1.2541 -0.1901 -0.0286 0.0081 -0.486
C -2.8895 2.0187 -1.4582 0.0893 -0.0502 0.1242 -1.127
H 0.1933 2.1456 -0.0773 -0.1049 -0.0009 0.0263 -0.020
H -1.8977 4.5592 -0.7616 0.0341 0.0614 -0.0277 0.370
H -1.1809 4.1063 -2.3217 0.0057 0.0105 -0.0011 0.377
H -0.2035 4.0359 -0.8425 0.0157 0.0658 -0.0193 -0.137
H -3.4585 1.6703 -0.5973 -0.0692 -0.0198 -0.0358 0.311
H -2.7756 1.1835 -2.1475 -0.0067 -0.0053 -0.0055 0.280
H -3.4310 2.8218 -1.9504 0.0244 0.0332 -0.0086 0.465
C 1.6226 2.3939 -6.5020 -0.1044 -0.1612 -0.0456 0.257
O 0.8779 2.9436 -7.2866 -0.0580 0.0353 -0.0341 -0.634
N 2.3507 3.0340 -5.5673 0.1165 0.0178 0.1885 0.209
C 3.2144 2.3301 -4.6419 -0.0416 0.1662 -0.0950 -0.824
C 2.2563 4.4831 -5.4962 -0.0451 -0.1281 -0.0973 -0.921
H 1.7578 1.2977 -6.4845 0.0351 0.0054 0.0216 0.191
H 2.9023 2.5160 -3.6119 0.0402 -0.0378 0.0212 0.149
H 4.2500 2.6564 -4.7550 0.0250 -0.0418 0.0388 0.351
H 3.1644 1.2601 -4.8328 -0.0076 -0.0208 -0.0067 0.284
H 1.2257 4.7890 -5.3127 0.0034 0.0327 -0.0146 0.277
H 2.5787 4.9265 -6.4379 -0.0152 0.0721 0.0191 0.334
H 2.8903 4.8407 -4.6894 0.0463 0.0056 0.0285 0.297
C 2.4869 -3.1193 -8.9867 0.0027 -0.0953 0.0563 0.292
O 1.4862 -3.7091 -9.3421 -0.0508 0.0440 -0.0344 -0.610
N 2.5685 -1.7844 -8.8395 0.0832 0.1752 0.0554 0.111
C 3.7817 -1.1301 -8.3981 -0.1577 0.0204 -0.0856 -0.740
C 1.3917 -0.9817 -9.1378 0.0559 -0.1168 0.0042 -1.027
H 3.4276 -3.6422 -8.7410 0.0114 0.0113 -0.0096 0.160
H 3.6053 -0.5824 -7.4686 0.0511 0.0055 0.0112 0.193
H 4.1366 -0.4274 -9.1543 0.0455 0.0138 0.0247 0.333
H 4.5568 -1.8729 -8.2218 0.0080 -0.0210 0.0012 0.303
H 0.5587 -1.2859 -8.5036 -0.0342 0.0224 -0.0285 0.300
H 1.0971 -1.1217 -10.1772 -0.0581 0.0299 0.0027 0.317
H 1.6177 0.0680 -8.9653 0.0147 0.0185 -0.0011 0.398
C -5.2927 2.2723 -5.3497 -0.0763 0.0548 0.0349 0.391
O -5.6278 1.3805 -4.5918 0.0269 0.0087 0.0724 -0.613
N -4.0972 2.3413 -5.9583 0.1564 0.1012 -0.0835 0.138
C -3.7361 3.4347 -6.8417 0.0304 -0.1577 0.0447 -0.866
C -3.1387 1.2773 -5.7134 -0.1071 -0.0308 0.0446 -0.762
H -5.9552 3.1199 -5.5976 -0.0010 -0.0078 -0.0286 0.067
H -3.5088 3.0600 -7.8405 0.0010 0.0413 -0.0238 0.314
H -2.8580 3.9603 -6.4618 0.0030 0.0294 -0.0277 0.303
H -4.5639 4.1369 -6.9113 -0.0237 0.0043 0.0029 0.314
H -3.5465 0.3175 -6.0305 0.0227 -0.0185 0.0110 0.311
H -2.9162 1.2077 -4.6475 0.0190 -0.0285 -0.0043 0.020
H -2.2242 1.4808 -6.2622 0.0385 0.0576 -0.0590 0.439
C -1.4385 0.8335 13.2759 -0.0329 0.0727 -0.0150 0.135
O -0.8878 1.0090 12.2018 0.0095 0.0502 0.0552 -0.662
N -0.9425 0.0808 14.2687 -0.0058 -0.0643 0.1214 0.108
C -1.6398 -0.0946 15.5286 0.1307 -0.0412 -0.0760 -0.917
C 0.3388 -0.5778 14.0673 -0.0536 0.0709 -0.0712 -0.910
H -2.4113 1.2907 13.5212 -0.0009 0.0025 0.0089 0.310
H -1.0295 0.2709 16.3558 -0.0328 0.0021 0.0298 0.343
H -1.8635 -1.1493 15.6967 -0.0294 0.0062 0.0318 0.349
H -2.5740 0.4620 15.5114 -0.0153 0.0148 -0.0117 0.286
H 1.1160 0.1600 13.8685 0.0228 -0.0172 0.0007 0.295
H 0.2876 -1.2531 13.2134 0.0254 -0.0167 0.0046 0.264
H 0.5941 -1.1420 14.9599 -0.0127 -0.0056 0.0251 0.387
C -9.2839 4.2428 -4.6251 0.0610 0.0789 -0.0140 0.126
O -9.9682 5.1929 -4.9487 -0.0336 0.0234 -0.0102 -0.601
N -9.7568 3.0326 -4.2808 0.0560 -0.1369 0.0472 0.131
C -8.8736 1.9443 -3.9044 -0.2476 0.0781 -0.0162 -0.731
C -11.1948 2.8231 -4.2900 0.0624 0.0943 -0.0264 -0.944
H -8.1807 4.2978 -4.5836 0.0062 -0.0151 0.0065 0.239
H -9.0030 1.0968 -4.5793 0.0558 -0.0332 0.0168 0.319
H -9.0882 1.6169 -2.8850 0.0421 -0.0390 0.0035 0.330
H -7.8378 2.2678 -3.9574 0.0363 -0.0431 -0.0012 0.127
H -11.5982 3.0008 -5.2870 -0.0304 -0.0070 0.0054 0.293
H -11.6839 3.5135 -3.6026 -0.0295 -0.0093 -0.0036 0.290
H -11.4078 1.8006 -3.9899 0.0145 -0.0233 0.0065 0.381
C 0.6358 -7.8023 -7.2430 -0.1025 0.0472 0.0478 0.111
O 0.1981 -8.6801 -6.5253 0.0075 -0.0373 0.0283 -0.594
N 1.8738 -7.7986 -7.7727 0.1095 0.0724 -0.0914 0.132
C 2.3442 -6.7161 -8.6152 0.0762 -0.3188 0.1183 -0.876
C 2.7513 -8.9183 -7.4800 -0.1098 0.0296 0.0243 -0.950
H 0.0446 -6.9140 -7.5224 0.0064 0.0027 -0.0201 0.284
H 2.6200 -7.0946 -9.6018 0.0156 0.0591 -0.0210 0.306
H 3.2228 -6.2475 -8.1625 0.0036 0.0537 -0.0581 0.333
H 1.5705 -5.9658 -8.7351 -0.0382 0.0555 -0.0117 0.274
H 2.3076 -9.8514 -7.8277 0.0240 -0.0202 0.0095 0.291
H 2.9123 -9.0057 -6.4048 0.0179 -0.0265 -0.0018 0.299
H 3.7050 -8.7637 -7.9783 0.0118 0.0170 -0.0192 0.375